# 1
The following is a DFT calculation (the ωB97M-V functional and the def2-TZVPD basis) of F2HNO3S2 as an isolated structure.

ORCA input file:
```
! RIJCOSX wB97M-V def2-TZVPD def2/J DEFGRID3
* xyz 0 3
N 0.21639 0.09527 0.33077
O -0.65325 -0.66341 2.91860
O 1.89171 1.46370 1.47184
O 1.45172 1.83803 -0.90641
F 1.09095 -2.06901 1.85412
F 2.55683 -0.25656 -0.27125
S 0.59739 -0.59505 2.33684
S 1.48312 0.98534 0.20719
H 0.36354 -0.66362 -0.30533
*
```

For the LUMO energy (spin up / spin down), the calculation gives 0.5 / -4.8 eV. The calculation puts the gap between HOMO and LUMO (spin up / spin down) at 8.66 / 7.40 eV.

# 2
The following is a DFT calculation (the ωB97M-V functional and the def2-TZVPD basis) of C12H29ClInN2O2PS as an isolated structure.

ORCA input file:
```
! RIJCOSX wB97M-V def2-TZVPD def2/J DEFGRID3
* xyz -1 2
C -6.09751 -0.02729 -5.04039
C -5.45798 -1.06942 -4.14365
S -4.56167 -0.28658 -2.76239
C -5.87718 0.13612 -1.60626
In -4.93079 0.53386 0.39421
N -4.72634 -1.24236 1.54851
P -2.74106 1.80587 0.01506
O -2.03574 1.82481 1.56897
Cl -1.35610 0.54754 -0.94626
H -5.30372 0.55008 -5.48895
H -6.66803 0.64935 -4.42354
H -6.73247 -0.46720 -5.79900
H -4.71692 -1.64183 -4.67726
H -6.20209 -1.72618 -3.71605
H -6.41645 1.00458 -1.94879
H -6.55186 -0.70843 -1.56009
H -6.00749 1.66604 1.25463
H -3.85094 -1.21345 2.05965
H -5.45490 -1.21819 2.25445
H -2.79116 1.85104 2.18095
C 1.68082 1.20704 1.29989
C 2.15785 -0.25161 1.45193
C 2.92222 -0.42156 2.76383
C 4.29702 0.24701 2.74694
C 5.12318 -0.23618 1.55465
C 4.39730 -0.10981 0.21376
N 3.01713 -0.66590 0.30176
O 3.03187 -1.94815 0.16429
C 4.36781 1.36220 -0.24107
C 5.18100 -0.86421 -0.85327
C 0.88954 -1.09142 1.47542
H 0.83434 1.39010 1.95984
H 2.43648 1.94644 1.56165
H 1.34134 1.40000 0.28310
H 3.05133 -1.48954 2.96937
H 2.31774 -0.01769 3.57778
H 4.19430 1.33504 2.72301
H 4.82772 0.01340 3.67310
H 6.06251 0.31944 1.50059
H 5.39030 -1.28542 1.71773
H 3.70230 1.48648 -1.09541
H 5.36648 1.67478 -0.54871
H 4.05728 2.05419 0.53710
H 5.35652 -1.90136 -0.57626
H 6.15199 -0.38757 -0.98803
H 4.65582 -0.84914 -1.80890
H 0.34136 -0.99705 0.53985
H 0.24057 -0.74045 2.27625
H 1.08627 -2.14740 1.65600
*
```

For the LUMO energy (spin up / spin down), the calculation gives 2.5 / 2.5 eV. The energy above the lowest of the compared OMol25 structures with the same formula, charge and spin comes out at 0.0 kJ/mol. The calculation puts the gap between HOMO and LUMO (spin up / spin down) at 6.48 / 6.48 eV.

# 3
The following is a DFT calculation (the ωB97M-V functional and the def2-TZVPD basis) of a single C5H13N3O molecule.

ORCA input file:
```
! RIJCOSX wB97M-V def2-TZVPD def2/J DEFGRID3
* xyz 0 1
C 0.67104 -1.23593 0.80228
C -1.47911 -0.57980 -1.07210
C -1.46049 1.81250 -0.01946
C 0.41673 0.79193 -1.31550
C -0.72354 0.49958 -0.29222
N 2.72264 -1.14529 1.55969
N -0.12601 -0.00859 0.96453
N 2.11302 -0.86017 0.52537
O 0.56419 -1.97118 1.91891
H 0.37464 -2.04460 0.04258
H -1.11016 -1.59803 -1.10733
H -2.53397 -0.75654 -0.54802
H -1.68834 -0.21816 -2.09676
H -1.94035 2.29134 -0.87827
H -0.78813 2.36878 0.48814
H -2.19941 1.52858 0.63760
H 0.92033 -0.05269 -1.44683
H -0.05161 1.20227 -2.26923
H 1.02619 1.71240 -1.05748
H 3.65998 -0.87637 1.27907
H 1.35341 -1.64232 2.46560
H 0.27894 0.78233 1.41944
*
```

For the LUMO energy, the calculation gives 0.6 eV. The energy above the lowest of the compared OMol25 structures with the same formula, charge and spin comes out at 401.9 kJ/mol. As for the SMILES: [H]/N=N/[C@@H](O)NC(C)(C)C. The calculation puts the gap between HOMO and LUMO at 9.48 eV.

# 4
The following is a DFT calculation (the ωB97M-V functional and the def2-TZVPD basis) of a single C4H6N2O2 molecule.

ORCA input file:
```
! RIJCOSX wB97M-V def2-TZVPD def2/J DEFGRID3
* xyz 0 1
C 0.86925 1.59185 0.03472
C -0.18782 0.48801 -0.03192
C 1.53825 -1.26520 -0.09873
C -2.35293 -0.23671 -0.05089
H 1.75239 1.32619 -0.58841
H 0.34652 2.61780 -0.10407
H 1.14717 1.54559 1.23585
H -0.48889 -1.55363 -0.10674
H 1.47169 -2.41963 -0.25608
H -3.45193 0.13288 -0.10938
N 0.24966 -0.81225 0.01298
N -1.41143 0.78270 -0.12178
O 2.61736 -0.74388 0.03844
O -2.09930 -1.45372 0.14601
*
```

For the LUMO energy, the calculation gives -0.3 eV. The energy above the lowest of the compared OMol25 structures with the same formula, charge and spin comes out at 133.8 kJ/mol. As for the SMILES: C/C(=N/C=O)NC=O. The calculation puts the gap between HOMO and LUMO at 10.08 eV.

# 5
The following is a DFT calculation (the ωB97M-V functional and the def2-TZVPD basis) of a single C17H19N5O3 molecule.

ORCA input file:
```
! RIJCOSX wB97M-V def2-TZVPD def2/J DEFGRID3
* xyz 0 1
C 0.58927 2.76811 1.81315
C -0.06539 2.24673 0.57030
C 1.44531 1.72548 2.55918
C 2.34078 0.92804 1.61696
C 3.50398 1.30682 0.97906
C 1.97550 -0.33124 1.13074
C 2.94104 -0.68987 0.09559
C 0.99048 -1.22947 1.47152
C 2.78915 -1.87429 -0.61294
C 0.79737 -2.39305 0.62496
C 1.67781 -2.67359 -0.41275
C -1.69345 0.75924 -0.39083
C -2.74950 -0.11031 0.15062
C -0.92630 0.10211 -1.59286
C -1.62131 -0.86582 -2.47217
C -2.67111 -0.78735 -3.31782
C -2.11460 -2.86752 -2.93024
H -0.03896 4.26719 3.17905
H -0.87255 2.82183 3.33555
H 1.31185 3.49433 1.44381
H 1.92179 2.19348 3.44134
H 0.72086 0.96899 2.84900
H 4.09213 2.15217 1.18113
H 4.60868 0.43956 -0.57614
H 0.23602 -0.92087 2.20853
H 3.55494 -2.30533 -1.25974
H -0.07647 -3.00329 0.81201
H 1.58284 -3.57721 -1.02920
H -1.41349 1.10595 1.61924
H -2.18888 1.56173 -0.94199
H -0.51301 0.93235 -2.21761
H -0.20084 -0.53172 -1.07902
H -3.18547 0.02863 -3.81977
H -2.19568 -3.95294 -3.19999
H -3.69520 -2.32772 -4.33361
H -2.97887 -1.63892 1.29443
N -0.44442 3.44894 2.65920
N 3.81273 0.37069 0.00592
N -0.88577 1.15115 0.77014
N -1.38394 -2.18634 -2.15326
N -2.98874 -2.07191 -3.65923
O 0.16574 2.67939 -0.53332
O -3.91106 0.03829 -0.11736
O -2.24326 -1.15245 0.83843
*
```

For the LUMO energy, the calculation gives 0.6 eV. The energy above the lowest of the compared OMol25 structures with the same formula, charge and spin comes out at 198.0 kJ/mol. As for the SMILES: N[C@@H](Cc1c[nH]c2ccccc12)C(=O)N[C@@H](Cc1c[nH]cn1)C(=O)O. The calculation puts the gap between HOMO and LUMO at 8.19 eV.

# 6
The following is a DFT calculation (the ωB97M-V functional and the def2-TZVPD basis) of a single C4H3Cl2N molecule.

ORCA input file:
```
! RIJCOSX wB97M-V def2-TZVPD def2/J DEFGRID3
* xyz 0 1
C -2.05820 -0.09194 3.28595
C -0.95268 -0.09818 2.24922
C -1.08409 0.15328 0.94521
C -0.18877 -0.19173 -0.15806
N -2.77229 -0.19236 4.17609
Cl 0.40334 -0.41516 3.08835
Cl -2.59966 0.73983 0.40045
H 0.80566 -0.51152 0.28917
H 0.06883 0.65524 -0.79638
H -0.83522 -0.79365 -0.80064
*
```

For the LUMO energy, the calculation gives 0.2 eV. The energy above the lowest of the compared OMol25 structures with the same formula, charge and spin comes out at 140.7 kJ/mol. As for the SMILES: C/C(Cl)=C(\Cl)C#N. The calculation puts the gap between HOMO and LUMO at 9.89 eV.

Number 1: largest force on an atom 6.3 eV/A. Number 2: largest force on an atom 1.7 eV/A. Number 3: largest force on an atom 6.5 eV/A. Number 4: largest force on an atom 3.1 eV/A. Number 5: largest force on an atom 4.5 eV/A. Number 6: largest force on an atom 4.0 eV/A.